#i
{
  "formula": "H2N3O2",
  "method": "ωB97M-V/def2-TZVPD",
  "elements": ["N", "N", "N", "O", "O", "H", "H"],
  "xyz": [[-0.5374, -0.9914, 0.0777], [1.9271, -0.2408, 0.4052], [-1.1647, 0.0801, -0.0367], [-0.7706, 1.2582, -0.1348], [-2.4222, -0.2357, -0.2177], [1.2970, 0.5597, 0.4540], [1.6709, -0.4301, -0.5477]],
  "total_charge": -1,
  "homo_lumo_gap_ha": [0.242, 0.241]
}

---

#ii
{
  "formula": "H2N3O2",
  "method": "ωB97M-V/def2-TZVPD",
  "elements": ["N", "N", "N", "O", "O", "H", "H"],
  "xyz": [[0.6392, -1.0730, 0.1261], [-1.7541, -0.2329, 0.3435], [1.1518, 0.0558, -0.0160], [2.3557, -0.0469, -0.4180], [0.6426, 1.1629, 0.1918], [-1.7844, -0.5093, -0.6360], [-1.2509, 0.6434, 0.4086]],
  "total_charge": -1,
  "homo_lumo_gap_ha": [0.303, 0.335]
}

---

Energies, relative to the best one, in kJ/mol: #i 102.6; #ii 0.0.

---

#i
{
  "formula": "C20H33NO3",
  "method": "ωB97M-V/def2-TZVPD",
  "elements": ["C", "C", "N", "C", "C", "C", "C", "O", "C", "C", "O", "C", "O", "C", "C", "C", "C", "C", "C", "C", "C", "C", "C", "C", "H", "H", "H", "H", "H", "H", "H", "H", "H", "H", "H", "H", "H", "H", "H", "H", "H", "H", "H", "H", "H", "H", "H", "H", "H", "H", "H", "H", "H", "H", "H", "H", "H"],
  "xyz": [[0.4722, 2.9055, 0.5964], [1.3355, 2.1997, 1.6401], [2.6743, 1.9131, 1.1370], [3.4726, 3.1215, 1.0062], [4.7089, 2.9236, 0.1373], [3.3697, 0.8734, 1.8852], [3.9897, -0.2027, 0.9672], [3.2327, -1.3949, 0.9188], [2.0128, -1.2723, 0.2212], [1.0435, -2.3135, 0.7836], [-0.2360, -2.2141, 0.1732], [-1.0559, -1.2662, 0.6398], [-0.7773, -0.5323, 1.5525], [-2.3697, -1.2531, -0.1405], [-3.0365, -2.6260, 0.0648], [-3.2668, -2.9750, 1.5320], [-3.2305, -0.0847, 0.3794], [-4.5801, 0.0365, -0.3154], [-1.9984, -0.9898, -1.5908], [-2.5450, -1.6835, -2.6614], [-2.1807, -1.3751, -3.9622], [-1.2624, -0.3731, -4.2158], [-0.7098, 0.3254, -3.1557], [-1.0783, 0.0203, -1.8594], [0.6253, 2.4468, -0.3774], [0.7051, 3.9646, 0.5180], [-0.5751, 2.8100, 0.8716], [0.8540, 1.2500, 1.8825], [1.3680, 2.8046, 2.5632], [2.8478, 3.8832, 0.5390], [3.7821, 3.5016, 1.9985], [5.2133, 3.8780, 0.0033], [4.4216, 2.5432, -0.8392], [5.4076, 2.2268, 0.5922], [4.1605, 1.3089, 2.5114], [2.6744, 0.3623, 2.5561], [4.1178, 0.2019, -0.0432], [4.9610, -0.5177, 1.3549], [2.1654, -1.4438, -0.8557], [1.5891, -0.2728, 0.3562], [0.9515, -2.1651, 1.8648], [1.4031, -3.3224, 0.5785], [-3.9948, -2.6452, -0.4544], [-2.3881, -3.3818, -0.3831], [-3.9858, -2.3010, 1.9903], [-2.3395, -2.9220, 2.0978], [-3.6560, -3.9879, 1.6114], [-3.3700, -0.1982, 1.4546], [-2.6684, 0.8385, 0.2268], [-5.2254, -0.8059, -0.0805], [-5.0816, 0.9438, 0.0130], [-4.4517, 0.0871, -1.3946], [-3.2633, -2.4708, -2.4983], [-2.6203, -1.9250, -4.7817], [-0.9788, -0.1376, -5.2308], [0.0099, 1.1099, -3.3392], [-0.6435, 0.5734, -1.0396]],
  "total_charge": 0,
  "smiles": "CCN(CC)CCOCCOC(=O)C(CC)(CC)c1ccccc1",
  "homo_lumo_gap_ha": 0.339
}

---

#ii
{
  "formula": "C20H33NO3",
  "method": "ωB97M-V/def2-TZVPD",
  "elements": ["C", "H", "H", "H", "C", "N", "C", "H", "C", "O", "C", "C", "H", "H", "O", "C", "O", "C", "C", "C", "C", "C", "C", "C", "H", "H", "H", "H", "H", "C", "C", "H", "H", "H", "H", "H", "C", "C", "H", "H", "H", "H", "H", "H", "H", "H", "H", "H", "C", "C", "H", "H", "H", "H", "H", "H", "H"],
  "xyz": [[-5.1739, -2.5449, 0.3038], [-4.0369, -2.7256, 0.5007], [-5.4077, -3.3169, -0.3745], [-5.7735, -2.4865, 1.0911], [-5.3410, -1.4644, -0.7854], [-5.2714, -0.1619, 0.2011], [-4.0380, -0.0115, 0.9788], [-4.0794, 1.0075, 1.3428], [-2.7480, 0.3104, -0.1750], [-1.4746, -0.2096, 0.5475], [-1.0841, 0.8385, 1.6224], [-0.4217, 2.0093, 1.0161], [0.1086, 2.2632, 1.8729], [-0.9707, 2.6514, 0.5960], [0.7230, 1.5775, 0.0874], [1.8035, 1.1166, 0.8786], [2.1067, 0.9469, 1.9930], [2.8445, 0.6210, -0.2112], [2.9623, -0.7379, -0.2146], [3.9736, -1.5650, 0.1334], [3.8758, -2.9955, 0.0318], [2.5780, -3.5328, 0.2303], [1.5413, -2.7586, -0.0271], [1.5644, -1.4473, -0.0237], [0.7118, -0.7632, -0.5567], [0.6638, -3.3304, -0.1249], [2.6468, -4.8876, 0.1611], [4.8647, -3.4059, 0.2150], [4.8958, -1.1850, 0.1742], [2.4731, 1.0089, -1.6477], [3.4278, 0.6850, -2.8389], [2.9658, 0.7285, -3.9024], [3.6380, -0.4519, -2.6651], [4.3415, 0.9763, -2.7477], [1.4336, 0.5258, -1.9039], [2.3508, 2.3308, -1.7515], [4.2657, 1.2961, -0.0796], [4.2418, 2.8346, 0.3119], [5.1754, 3.2331, 0.4369], [3.9977, 3.3115, -0.8737], [3.5305, 3.1446, 0.8290], [4.3271, 1.0443, 1.3508], [4.9190, 0.8704, -0.5410], [-0.3445, -0.1265, 2.1525], [-1.9243, 0.9828, 2.2333], [-2.6249, -0.4191, -0.9726], [-2.5033, 1.2155, -0.3697], [-3.6386, -0.9025, 1.4868], [-5.7907, 1.1919, -0.5478], [-5.4516, 1.5898, -1.7828], [-4.2378, 1.8222, -1.8654], [-5.8525, 2.4418, -2.2120], [-5.2903, 0.7897, -2.6557], [-6.8279, 0.8223, -0.4129], [-5.5591, 1.8601, 0.3716], [-6.3344, -1.1640, -0.8407], [-4.6841, -1.4080, -1.5471]],
  "total_charge": 0,
  "homo_lumo_gap_ha": 0.320
}

---

Energies, relative to the best one, in kJ/mol: #i 0.0; #ii 1778.2.

---

#i
{
  "formula": "C4H13NO2",
  "method": "ωB97M-V/def2-TZVPD",
  "elements": ["C", "C", "C", "C", "O", "N", "H", "H", "H", "H", "H", "H", "H", "H", "H", "H", "H", "H", "H", "O"],
  "xyz": [[1.4671, 0.8359, 0.6967], [0.5420, -0.1737, -0.1057], [0.2667, -1.4371, 0.6055], [-0.1630, -2.5720, -0.2939], [1.1315, -3.3704, -0.6594], [-0.7036, 0.6157, -0.4450], [1.3589, 0.7955, 1.8032], [1.3356, 1.8054, 0.3947], [2.5894, 0.6332, 0.4744], [1.0318, -0.3177, -1.0648], [1.0918, -1.9034, 1.1409], [-0.5814, -1.2549, 1.3660], [-0.8582, -3.3973, 0.1503], [-0.5507, -2.1595, -1.3784], [1.4499, -2.7733, -1.4213], [-1.0732, 0.9613, 0.4958], [-1.4695, -0.0300, -0.7216], [-2.2996, 5.0185, 0.2489], [-1.8695, 4.3429, -0.9040], [-2.6960, 4.3808, -0.3826]],
  "total_charge": -1,
  "multiplicity": 2,
  "homo_lumo_gap_ha": [0.078, 0.360],
  "s_squared": 0.750
}

---

#ii
{
  "formula": "C4H13NO2",
  "method": "ωB97M-V/def2-TZVPD",
  "elements": ["C", "O", "C", "C", "C", "N", "H", "H", "H", "H", "H", "H", "H", "H", "H", "H", "H", "H", "H", "O"],
  "xyz": [[-1.9303, -0.0665, 0.6174], [-2.5824, -0.8997, -0.3497], [-1.0801, 1.1513, 0.4224], [0.2814, 0.9500, -0.2038], [0.5689, -0.4742, -0.7289], [1.0682, -1.2774, 0.3261], [-1.2234, -0.7510, 1.1286], [-2.7252, 0.3999, 1.3160], [-1.5377, 1.0588, -2.0135], [-0.9702, 1.6686, 1.3904], [-1.6756, 1.8565, -0.2686], [0.9866, 1.3188, 0.6623], [0.5770, 1.5960, -1.0371], [-0.3063, -0.8291, -1.1940], [1.4243, -0.2572, -1.4779], [2.0130, -0.7360, 0.6470], [1.2930, -2.2348, 0.0820], [4.1154, 0.0875, 0.4524], [-2.0855, 0.0424, -0.8783], [3.2821, 0.4444, 0.1329]],
  "total_charge": -1,
  "multiplicity": 2,
  "homo_lumo_gap_ha": [0.255, 0.163],
  "s_squared": 0.754
}

---

Energies, relative to the best one, in kJ/mol: #i 0.0; #ii 349.1.

---

#i
{
  "formula": "C3H7NO2S2",
  "method": "ωB97M-V/def2-TZVPD",
  "elements": ["C", "C", "C", "N", "O", "O", "S", "S", "H", "H", "H", "H", "H", "H", "H"],
  "xyz": [[-0.9575, -0.6691, -0.6567], [-1.5956, 0.7169, -0.7940], [0.9175, 0.5712, 0.3392], [0.4115, -0.5693, -0.0205], [3.2420, -0.8195, 0.2745], [3.0754, 1.1972, -1.1052], [-0.1018, 1.8985, -0.0653], [3.0337, 0.6296, 0.2216], [-1.6371, -1.3035, 0.0776], [-1.0431, -1.3767, -1.5657], [-1.4873, 1.0712, -1.8101], [-2.5027, 0.7907, -0.1740], [-1.0816, 0.0187, 2.3989], [0.8708, -1.4332, 0.1368], [-1.1442, -0.7226, 2.7429]],
  "total_charge": 0,
  "homo_lumo_gap_ha": 0.323
}

---

#ii
{
  "formula": "C3H7NO2S2",
  "method": "ωB97M-V/def2-TZVPD",
  "elements": ["C", "C", "C", "N", "O", "O", "S", "S", "H", "H", "H", "H", "H", "H", "H"],
  "xyz": [[0.6666, 0.5761, 1.0372], [1.2813, -0.0084, -0.2414], [-0.7069, 1.1308, 0.7554], [0.5761, -1.1695, -0.7013], [-2.3319, 0.0361, -1.1349], [-2.1937, -1.1107, 1.0444], [0.4599, -1.3482, -2.3277], [-1.5483, -0.3462, 0.0113], [0.5827, -0.2122, 1.7868], [1.3407, 1.3490, 1.4097], [1.3518, 0.7788, -1.0038], [2.3029, -0.3349, -0.0097], [-1.2609, 1.4012, 1.6453], [-0.7076, 1.9208, 0.0117], [0.1872, -2.6628, -2.2833]],
  "total_charge": 0,
  "homo_lumo_gap_ha": [0.277, 0.278]
}

---

#iii
{
  "formula": "C3H7NO2S2",
  "method": "ωB97M-V/def2-TZVPD",
  "elements": ["C", "C", "C", "N", "O", "O", "S", "S", "H", "H", "H", "H", "H", "H", "H"],
  "xyz": [[0.7958, 0.0164, 1.2581], [-0.3975, 0.5087, 2.1176], [-0.5247, 0.3763, -0.5730], [0.7318, 0.6211, -0.0363], [-1.6546, -1.0658, -2.6195], [0.8113, -1.0339, -2.2730], [-1.6646, 0.2485, 0.8441], [-0.7235, -1.3254, -1.6160], [1.7427, 0.3629, 1.6997], [0.5009, -1.0406, 1.0276], [-0.6103, -0.1662, 2.9229], [-0.3488, 1.5954, 2.5463], [-1.1200, 1.5691, -1.5220], [1.5458, 0.2918, -0.5659], [0.9157, -0.9582, -3.2107]],
  "total_charge": 0,
  "homo_lumo_gap_ha": 0.324
}

---

Energies, relative to the best one, in kJ/mol: #i 48.1; #ii 0.0; #iii 113.2.